(1)
Formula: C5H11O
Source: OMol25
Level of theory: ωB97M-V/def2-TZVPD

Each line ends with the natural charge from an NBO analysis.
Positions of all 17 atoms, in Å:
C -1.185 -1.148 -0.372  -0.700
C -0.165 -0.267 -1.131  0.001
C 1.180 -0.369 -0.849  -0.492
C -0.766 0.825 -1.931  -1.340
H -1.878 -0.496 0.187  0.211
H -0.676 -1.716 0.419  0.256
H -1.804 -1.827 -0.979  0.163
H 1.872 0.312 -1.380  0.158
H 1.557 -0.934 0.007  0.223
H -0.046 1.554 -2.340  0.164
H -1.409 1.378 -1.216  0.194
H -1.397 0.478 -2.770  0.152
C 0.956 0.433 2.476  -0.208
O 0.185 -0.451 1.757  -0.996
H 2.022 0.537 2.171  0.069
H 0.583 1.514 2.402  0.071
H 0.971 0.179 3.548  0.074

Cartesian forces, eV/Å:
C 0.3 0.2 0.3
C 1.7 -1.0 1.5
C -1.8 0.7 -1.0
C -0.1 0.5 -0.6
H 0.2 -0.1 -0.3
H -0.1 0.1 -0.4
H 0.3 0.3 -0.4
H -0.4 -0.3 0.3
H -0.3 -0.1 -0.4
H -0.1 -0.3 0.1
H 0.0 0.0 -0.5
H -0.1 0.1 0.3
C -1.4 -0.1 -0.9
O 0.9 0.7 1.4
H 0.3 -0.2 -0.2
H 0.2 -0.5 0.2
H 0.2 0.2 0.6

As for the total charge: -2. The energy relative to the best compared isomer or geometry (same formula, charge and spin) comes out at 131.1 kJ/mol. The calculation puts the energy at -7404.6673 eV. Its frontier orbital gap (spin up / spin down) is 2.8 / 6.4 eV. The calculation puts the LUMO energy (spin up / spin down) at 7.128 / 6.956 eV. As for the HOMO energy (spin up / spin down): 4.366 / 0.536 eV. The spin multiplicity is 2.

***

(2)
Formula: CH3NO2P
Source: OMol25
Level of theory: ωB97M-V/def2-TZVPD

Each line ends with the natural charge from an NBO analysis.
Positions of all 8 atoms, in Å:
C 0.803 0.958 -0.119  -0.213
N 1.422 -0.128 -0.081  -0.789
O -2.562 -0.001 1.134  -1.153
O -1.128 -1.407 -0.281  -1.039
P -1.771 0.106 -0.108  1.345
H 1.187 1.963 0.090  0.075
H 2.372 -0.154 0.044  0.286
H -0.323 -1.337 -0.678  0.488

Cartesian forces, eV/Å:
C -3.2 0.0 0.5
N -2.1 -1.3 -0.9
O -0.3 0.4 1.1
O -3.7 0.0 1.6
P 0.5 0.1 -1.2
H 1.0 0.3 0.0
H 3.4 0.4 0.6
H 4.2 0.3 -1.7

As for the total charge: -1. The energy relative to the best compared isomer or geometry (same formula, charge and spin) comes out at 158.2 kJ/mol. The calculation puts the energy at -15959.2630 eV. Its frontier orbital gap is 6.7 eV. The calculation puts the LUMO energy at 4.707 eV. As for the HOMO energy: -1.996 eV.

***

(3)
Formula: C33H37IN5O7S
Source: OMol25
Level of theory: ωB97M-V/def2-TZVPD

Each line ends with the Mulliken charge.
Positions of all 84 atoms, in Å:
C -3.753 -3.075 -3.402  -0.928
C -3.827 -4.597 -3.506  -0.603
I -5.615 -5.227 -4.482  0.109
C -3.610 -5.311 -2.175  -0.871
C -4.459 -4.811 -1.050  0.607
C -5.803 -4.697 -0.977  -0.476
N -6.087 -4.207 0.272  0.005
C -4.982 -4.016 0.986  0.255
C -4.966 -3.505 2.375  -1.587
C -4.912 -1.954 2.455  0.564
C -6.174 -1.297 3.058  -0.981
N -6.940 -0.416 2.184  -0.609
N -3.973 -4.374 0.194  0.340
C -2.552 -4.311 0.568  -0.792
C -2.130 -2.991 1.180  -0.922
C -2.302 -1.832 0.205  -0.263
C -2.167 -0.462 0.877  -1.244
S -3.650 0.559 0.852  -0.268
C -3.318 1.549 -0.522  0.560
N -3.768 2.738 -0.667  -0.332
N -3.330 3.154 -1.929  -0.416
C -2.656 2.189 -2.402  0.017
O -2.604 1.120 -1.578  -0.195
H -4.728 -2.630 -3.230  0.361
H -3.343 -2.658 -4.317  0.415
H -3.092 -2.801 -2.579  0.023
H -3.041 -4.942 -4.171  0.685
H -2.560 -5.215 -1.927  0.247
H -3.795 -6.379 -2.290  0.475
H -6.573 -4.924 -1.688  0.290
H -7.014 -4.025 0.621  0.272
H -4.117 -3.943 2.894  0.351
H -5.866 -3.879 2.860  0.728
H -4.786 -1.546 1.450  -0.258
H -4.021 -1.660 3.008  0.555
H -6.850 -2.073 3.414  0.372
H -5.876 -0.693 3.911  0.338
H -7.153 -0.857 1.297  0.244
H -6.402 0.415 1.965  0.278
H -1.991 -4.430 -0.349  0.283
H -2.314 -5.166 1.198  0.158
H -2.629 -2.795 2.127  0.336
H -1.073 -3.101 1.424  0.474
H -1.519 -1.920 -0.551  0.627
H -3.255 -1.901 -0.319  0.174
H -1.930 -0.584 1.934  0.703
H -1.347 0.114 0.461  0.524
H -2.147 2.173 -3.348  0.432
C -0.392 4.882 1.523  -0.464
C -0.560 3.649 1.053  -0.114
C 0.508 2.628 1.174  0.410
O 0.359 1.499 0.738  -0.587
C 1.768 3.024 1.840  -0.463
C 1.944 4.256 2.310  -0.432
C 0.877 5.285 2.189  0.249
O 1.031 6.406 2.613  -0.527
H -1.157 5.644 1.447  0.472
H -1.477 3.337 0.570  0.445
H 2.533 2.261 1.912  0.529
H 2.864 4.571 2.784  0.413
C 5.668 2.230 -0.145  -0.543
C 5.707 1.427 -1.205  -0.302
C 4.923 1.727 -2.430  0.344
O 4.944 0.990 -3.391  -0.556
C 4.100 2.966 -2.431  -0.434
C 4.063 3.771 -1.373  -0.281
C 4.842 3.462 -0.147  0.302
O 4.794 4.190 0.822  -0.579
H 6.232 2.024 0.755  0.631
H 6.305 0.524 -1.224  0.498
H 3.543 3.167 -3.338  0.440
H 3.474 4.679 -1.349  0.481
C 11.297 2.163 -1.000  -0.367
C 10.348 1.355 -0.536  -0.410
C 9.322 1.845 0.416  0.537
O 8.449 1.110 0.833  -0.575
C 9.389 3.267 0.834  -0.290
C 10.337 4.077 0.371  -0.380
C 11.367 3.589 -0.585  0.333
O 12.228 4.326 -1.009  -0.525
H 12.058 1.832 -1.695  0.406
H 10.275 0.314 -0.824  0.429
H 8.628 3.599 1.529  0.441
H 10.409 5.118 0.659  0.412

Cartesian forces, eV/Å:
C 0.0 -0.2 0.0
C 0.4 0.3 0.0
I -0.2 -0.1 -0.2
C -0.3 -0.2 0.1
C 0.1 0.1 0.2
C -0.1 0.0 0.0
N -0.6 0.1 0.3
C -0.2 -0.2 -0.4
C 0.2 0.2 0.1
C -0.3 -0.2 -0.3
C -0.1 0.2 -0.1
N 0.2 -0.1 -0.1
N 0.5 0.0 -0.2
C 0.1 -0.1 0.0
C 0.2 0.0 0.1
C 0.2 0.1 0.0
C 0.2 -0.3 0.2
S 0.0 0.1 0.0
C -0.2 0.2 0.2
N 0.0 0.4 -0.2
N -0.4 0.5 0.3
C 0.2 0.1 -0.4
O 0.3 -0.7 -0.1
H -0.1 0.1 0.1
H -0.1 0.1 -0.1
H 0.1 0.1 0.0
H 0.0 -0.1 -0.1
H 0.2 0.1 0.0
H 0.1 -0.1 0.0
H 0.0 0.0 -0.1
H 0.0 0.0 0.0
H -0.1 -0.2 0.1
H 0.0 0.0 0.1
H 0.0 -0.1 0.1
H 0.0 0.0 0.2
H 0.0 0.0 0.2
H -0.1 -0.1 0.2
H -0.1 0.0 0.0
H -0.1 0.0 0.0
H 0.1 -0.1 -0.1
H -0.1 0.0 0.1
H 0.1 0.0 -0.1
H 0.1 0.0 0.1
H -0.1 0.0 -0.2
H -0.1 0.0 0.0
H 0.0 0.0 0.1
H 0.0 0.1 0.0
H 0.1 -0.2 0.0
C 0.0 0.0 0.0
C 0.0 -0.1 0.0
C 0.0 0.0 0.0
O -0.1 0.0 0.0
C 0.0 0.0 0.0
C 0.0 0.0 0.0
C 0.0 -0.1 0.0
O 0.0 0.0 0.0
H 0.0 0.0 0.0
H 0.0 0.0 0.0
H 0.0 0.0 0.0
H 0.0 0.0 0.0
C 0.0 0.0 0.0
C 0.0 0.0 0.0
C 0.0 0.0 0.0
O 0.0 0.0 0.0
C 0.0 0.0 0.0
C 0.0 0.0 0.0
C 0.0 0.0 0.0
O 0.0 0.0 0.1
H 0.0 0.0 0.0
H 0.0 0.0 0.0
H 0.0 0.0 0.0
H 0.0 0.0 0.0
C 0.0 0.0 0.0
C 0.0 0.0 0.0
C 0.0 0.0 0.0
O 0.0 0.0 0.0
C 0.0 0.0 0.0
C 0.0 0.0 0.0
C 0.0 0.0 0.0
O 0.0 0.0 0.0
H 0.0 0.0 0.0
H 0.0 0.0 0.0
H 0.0 0.0 0.0
H 0.0 0.0 0.0

As for the total charge: +1. The calculation puts the energy at -75530.2584 eV. Its frontier orbital gap is 8.4 eV. The calculation puts the LUMO energy at -3.166 eV. As for the HOMO energy: -11.548 eV.

***

(4)
Formula: C2H5NO2
Source: OMol25
Level of theory: ωB97M-V/def2-TZVPD

Each line ends with the natural charge from an NBO analysis.
Positions of all 10 atoms, in Å:
C 1.347 -0.210 0.070  -0.702
C 0.024 0.439 -0.042  0.592
O -0.166 1.672 -0.022  -0.645
N -0.963 -0.409 -0.199  -0.340
O -2.281 0.078 0.169  -0.548
H 1.624 -0.405 1.291  0.254
H 2.186 0.509 -0.412  0.261
H 1.209 -1.246 -0.514  0.220
H -0.923 -1.493 -0.104  0.407
H -2.058 1.066 -0.236  0.500

Cartesian forces, eV/Å:
C 2.6 -1.1 0.6
C 1.2 2.6 0.4
O -0.2 -1.6 0.0
N -3.3 -3.9 0.8
O 2.5 2.9 -2.5
H -0.8 0.5 -3.6
H -2.0 -2.0 1.2
H 1.1 2.2 1.4
H 0.1 3.1 -0.1
H -1.2 -2.7 1.7

The energy relative to the best compared isomer or geometry (same formula, charge and spin) comes out at 317.2 kJ/mol. Its SMILES is CC(=O)NO. The calculation puts the energy at -7737.4642 eV. Its frontier orbital gap is 10.5 eV. The calculation puts the LUMO energy at 0.692 eV. As for the HOMO energy: -9.782 eV.

***

What is the formula in the second record? CH3NO2P

***

Look up the energy of the fourth one. -7737.4642 eV